Here is a cluster of 4 separate species, C29H49NO12PS2 in total from OMol25. Energies are from ωB97M-V/def2-TZVPD.

Structure (ORCA input):
```
! wB97M-V def2-TZVPD RIJCOSX def2/J DEFGRID3
* xyz 1 1
C 4.126 -1.984 0.516
C 3.156 -2.899 -0.280
P 3.088 -2.248 -2.008
C 1.614 -2.838 -2.973
C 0.697 -3.753 -2.104
O 3.373 -0.561 -2.086
C 2.385 0.217 -2.565
O 2.612 0.976 -3.483
C 0.991 0.251 -1.972
C 0.699 -0.487 -0.821
C -0.547 -0.494 -0.319
N -1.496 0.219 -0.956
C -1.249 0.950 -2.034
S -2.518 1.878 -2.816
C -4.072 1.045 -2.380
C -4.531 1.319 -0.937
O -3.975 2.084 -0.189
O -5.609 0.584 -0.542
C -5.199 -0.633 0.105
C -6.379 -1.617 0.242
C -7.651 -1.170 -0.501
O -6.015 -2.979 0.001
C -5.469 -3.216 -1.206
O -5.495 -2.478 -2.158
C -4.804 -4.610 -1.309
S -3.837 -4.848 -2.811
C 0.012 0.981 -2.582
H 3.877 -0.935 0.371
H 5.121 -2.153 0.094
H 4.074 -2.169 1.587
H 2.179 -2.885 0.233
H 3.497 -3.934 -0.252
H 1.986 -3.458 -3.790
H 0.983 -2.070 -3.431
H 0.467 -3.319 -1.130
H 1.118 -4.756 -2.030
H -0.259 -3.863 -2.630
H 1.453 -1.073 -0.314
H -0.808 -1.080 0.552
H -2.425 0.171 -0.557
H -3.949 -0.042 -2.465
H -4.837 1.422 -3.060
H -4.862 -0.337 1.107
H -4.323 -1.067 -0.401
H -6.666 -1.577 1.294
H -7.900 -0.131 -0.295
H -7.640 -1.421 -1.559
H -8.462 -1.760 -0.053
H -5.635 -5.322 -1.371
H -4.267 -4.835 -0.385
H -2.671 -4.241 -2.507
H 0.250 1.543 -3.476
O 2.933 0.300 -7.806
C 3.484 1.264 -7.348
O 3.810 2.285 -8.163
C 4.283 3.551 -7.696
C 5.783 3.542 -7.488
C 3.896 1.314 -5.896
H 3.741 3.864 -6.802
H 4.029 4.265 -8.478
H 6.076 2.830 -6.716
H 6.135 4.532 -7.196
H 6.289 3.246 -8.407
H 4.871 0.839 -5.786
H 3.165 0.764 -5.316
H 3.930 2.319 -5.482
O 2.146 0.007 1.607
C 1.462 0.012 2.604
O 1.595 -0.974 3.489
C 0.975 -0.951 4.788
C -0.436 -1.490 4.735
C 0.398 1.062 2.826
H 1.021 0.044 5.224
H 1.585 -1.595 5.420
H -1.078 -0.874 4.103
H -0.868 -1.524 5.734
H -0.440 -2.497 4.313
H -0.521 0.750 2.330
H 0.742 1.995 2.383
H 0.193 1.268 3.875
O -0.270 1.026 6.867
C 0.238 2.008 7.344
O 0.654 2.988 6.528
C 1.087 4.277 6.987
C 2.557 4.272 7.352
C 0.497 2.118 8.826
H 0.457 4.630 7.803
H 0.922 4.956 6.152
H 2.763 3.595 8.181
H 2.883 5.273 7.635
H 3.155 3.935 6.505
H 1.451 1.644 9.054
H -0.296 1.592 9.351
H 0.499 3.139 9.198
*
```

Summary:
E_HOMO   -10.172 eV
Strongest force on any atom   4.178 eV Å⁻¹
E_tot   -87879.7085 eV

List of Löwdin charges in e, atom by atom:
1. C -0.154
2. C -0.399
3. P 1.020
4. C -0.362
5. C -0.144
6. O -0.188
7. C -0.454
8. O 0.112
9. C -0.062
10. C -0.005
11. C -0.010
12. N 0.127
13. C -0.477
14. S 1.087
15. C -0.314
16. C -0.528
17. O 0.135
18. O -0.017
19. C -0.104
20. C -0.288
21. C -0.008
22. O 0.046
23. C -0.539
24. O 0.077
25. C -0.448
26. S 0.770
27. C 0.017
28. H 0.036
29. H 0.077
30. H 0.078
31. H 0.055
32. H 0.087
33. H 0.074
34. H 0.075
35. H 0.042
36. H 0.081
37. H 0.052
38. H 0.081
39. H 0.154
40. H 0.132
41. H 0.095
42. H 0.111
43. H 0.141
44. H 0.115
45. H 0.152
46. H 0.091
47. H 0.085
48. H 0.094
49. H 0.091
50. H 0.086
51. H -0.171
52. H 0.145
53. O 0.103
54. C -0.523
55. O 0.000
56. C -0.238
57. C -0.064
58. C 0.005
59. H 0.111
60. H 0.122
61. H 0.067
62. H 0.082
63. H 0.085
64. H 0.105
65. H 0.050
66. H 0.072
67. O 0.070
68. C -0.513
69. O 0.015
70. C -0.215
71. C -0.061
72. C 0.032
73. H 0.088
74. H 0.131
75. H 0.066
76. H 0.083
77. H 0.081
78. H 0.076
79. H 0.098
80. H 0.072
81. O 0.087
82. C -0.517
83. O -0.003
84. C -0.226
85. C -0.061
86. C 0.021
87. H 0.116
88. H 0.123
89. H 0.070
90. H 0.086
91. H 0.084
92. H 0.101
93. H 0.095
94. H 0.075